No. 1
{"formula": "C22H21N3O3", "method": "the ωB97M-V functional and the def2-TZVPD basis", "relative_energy_ev": 2.907, "total_charge": 0, "largest_force_ev_per_a": 0.9, "smiles": "COc1ccc(N[C@@H]2c3ncccc3C(=O)N2Cc2ccccc2)c(OC)c1", "gap_ev": 7.89, "energy_ev": -33767.8406, "symbols": ["C", "H", "O", "C", "C", "C", "C", "C", "C", "H", "O", "C", "H", "H", "H", "N", "H", "C", "N", "C", "O", "C", "C", "C", "C", "N", "C", "H", "H", "H", "C", "C", "C", "C", "C", "C", "C", "H", "H", "H", "H", "H", "H", "H", "H", "H", "H", "H", "H"], "positions_angstrom": [[4.343, -2.459, -3.511], [4.857, -3.083, -4.240], [2.980, -2.782, -3.625], [2.095, -2.138, -2.804], [2.424, -1.179, -1.864], [1.426, -0.599, -1.091], [0.099, -0.962, -1.231], [-0.232, -1.939, -2.195], [0.758, -2.512, -2.966], [0.541, -3.262, -3.708], [-1.566, -2.247, -2.286], [-1.956, -3.242, -3.199], [-3.036, -3.336, -3.089], [-1.483, -4.203, -2.971], [-1.720, -2.956, -4.229], [-0.940, -0.369, -0.521], [-1.829, -0.813, -0.708], [-0.790, 0.137, 0.811], [-1.146, 1.550, 0.891], [-2.141, 1.842, 1.770], [-2.584, 2.946, 2.004], [-2.541, 0.540, 2.360], [-3.507, 0.202, 3.290], [-3.625, -1.146, 3.604], [-2.790, -2.066, 2.981], [-1.859, -1.746, 2.090], [-1.750, -0.465, 1.804], [-2.866, -3.122, 3.203], [-4.356, -1.483, 4.321], [-4.134, 0.956, 3.743], [-0.474, 2.540, 0.087], [0.963, 2.728, 0.502], [1.290, 2.838, 1.848], [2.608, 2.997, 2.238], [3.612, 3.052, 1.285], [3.292, 2.950, -0.057], [1.974, 2.785, -0.447], [1.728, 2.697, -1.496], [4.071, 2.994, -0.805], [4.641, 3.176, 1.590], [2.852, 3.080, 3.287], [0.505, 2.803, 2.589], [-0.528, 2.241, -0.965], [-1.030, 3.474, 0.226], [0.250, -0.001, 1.140], [1.709, 0.158, -0.377], [3.443, -0.861, -1.713], [4.727, -2.681, -2.510], [4.528, -1.405, -3.744]], "mulliken_charge": [-0.82, 0.25, -0.48, 0.42, -1.26, -0.11, -0.47, 1.25, -0.30, 0.48, -0.46, -0.97, 0.25, 0.38, 0.36, -0.09, 0.31, 0.17, 0.21, 0.58, -0.72, -0.13, -0.45, -0.55, -0.29, -0.57, -0.06, 0.47, 0.38, 0.52, -1.27, 0.57, -0.10, -0.65, -0.46, -0.58, -0.44, 0.38, 0.41, 0.40, 0.39, 0.41, 0.39, 0.43, 0.42, 0.34, 0.40, 0.32, 0.33]}

***

No. 2
{"formula": "C42H97AsF6N3O2P", "method": "the ωB97M-V functional and the def2-TZVPD basis", "relative_energy_ev": 1.126, "total_charge": 2, "largest_force_ev_per_a": 3.5, "gap_ev": 8.58, "energy_ev": -140110.6165, "symbols": ["O", "H", "C", "C", "C", "C", "P", "C", "C", "C", "C", "C", "C", "C", "C", "C", "C", "C", "C", "H", "H", "H", "H", "H", "H", "H", "H", "H", "H", "H", "H", "H", "H", "H", "H", "H", "H", "H", "H", "H", "H", "H", "H", "H", "H", "H", "H", "H", "H", "H", "H", "H", "H", "H", "H", "C", "C", "N", "C", "C", "C", "C", "C", "O", "C", "H", "H", "H", "H", "H", "H", "H", "H", "H", "H", "H", "H", "H", "H", "H", "H", "H", "H", "H", "H", "C", "C", "C", "C", "N", "C", "C", "C", "C", "C", "H", "H", "H", "H", "H", "H", "H", "H", "H", "H", "H", "H", "H", "H", "H", "H", "H", "H", "H", "H", "C", "C", "C", "C", "N", "C", "C", "C", "C", "C", "H", "H", "H", "H", "H", "H", "H", "H", "H", "H", "H", "H", "H", "H", "H", "H", "H", "H", "H", "H", "As", "F", "F", "F", "F", "F", "F"], "positions_angstrom": [[-0.562, 0.228, -0.232], [-1.491, 0.276, -0.531], [6.117, 2.306, 4.431], [5.661, 3.433, 3.453], [4.259, 3.215, 2.856], [4.336, 2.175, 1.649], [2.704, 1.841, 0.864], [2.888, 0.323, -0.175], [3.700, -0.849, 0.427], [3.349, -2.186, -0.372], [4.199, -3.373, -0.107], [2.167, 3.345, -0.287], [3.086, 3.683, -1.484], [2.699, 5.086, -1.881], [3.431, 5.454, -3.241], [1.390, 1.694, 2.164], [1.775, 0.718, 3.275], [0.643, 0.624, 4.331], [0.393, 1.932, 5.116], [6.977, 2.651, 5.004], [6.411, 1.402, 3.898], [5.326, 2.013, 5.122], [6.404, 3.551, 2.664], [5.701, 4.457, 3.825], [3.999, 4.209, 2.491], [3.599, 2.930, 3.676], [4.620, 1.204, 2.055], [5.051, 2.562, 0.923], [3.277, 0.754, -1.097], [1.851, -0.012, -0.197], [3.409, -1.113, 1.443], [4.746, -0.542, 0.432], [3.426, -1.913, -1.425], [2.407, -2.730, -0.304], [4.085, -4.153, -0.860], [4.023, -3.798, 0.881], [5.272, -3.212, -0.210], [1.970, 4.142, 0.430], [1.251, 3.007, -0.772], [2.840, 3.046, -2.333], [4.121, 3.701, -1.144], [3.189, 5.775, -1.193], [1.631, 5.309, -1.878], [3.175, 6.471, -3.540], [2.977, 4.822, -4.004], [4.504, 5.340, -3.398], [0.507, 1.268, 1.687], [1.006, 2.660, 2.489], [2.703, 0.945, 3.800], [1.865, -0.238, 2.759], [0.705, -0.177, 5.067], [-0.304, 0.476, 3.811], [-0.006, 2.727, 4.487], [1.286, 2.239, 5.660], [-0.281, 1.802, 5.963], [1.695, 0.800, -5.360], [1.637, -0.307, -4.256], [0.159, -0.627, -3.816], [-0.366, 0.666, -3.209], [-0.762, -1.079, -5.042], [-2.231, -1.423, -4.789], [0.303, -1.726, -2.701], [0.797, -3.107, -3.167], [-0.318, -3.805, -3.707], [-0.368, -5.159, -3.548], [1.472, 1.828, -5.073], [1.218, 0.532, -6.302], [2.747, 0.946, -5.604], [2.220, -0.036, -3.376], [2.006, -1.231, -4.702], [-0.393, 1.349, -4.058], [0.322, 0.947, -2.412], [-1.344, 0.492, -2.760], [-0.359, -2.000, -5.463], [-0.619, -0.292, -5.782], [-2.360, -2.367, -4.260], [-2.665, -1.524, -5.783], [-2.740, -0.624, -4.249], [-0.693, -1.825, -2.270], [0.858, -1.398, -1.822], [1.290, -3.521, -2.287], [1.604, -3.103, -3.899], [-0.302, -5.477, -2.507], [0.361, -5.741, -4.113], [-1.328, -5.475, -3.956], [-1.241, 4.747, -3.037], [-1.104, 4.034, -1.648], [-2.420, 3.982, -0.734], [-2.442, 2.728, 0.154], [-3.565, 2.741, 1.223], [-3.348, 3.870, 2.287], [-3.593, 3.307, 3.657], [-2.987, 1.944, 3.496], [-3.419, 1.415, 2.056], [-4.987, 2.863, 0.654], [-2.060, 4.285, -3.589], [-0.333, 4.811, -3.637], [-1.342, 5.821, -2.878], [-0.246, 4.390, -1.077], [-0.824, 3.033, -1.975], [-3.225, 3.984, -1.470], [-2.484, 4.900, -0.150], [-1.486, 2.599, 0.662], [-2.583, 1.844, -0.468], [-3.916, 4.771, 2.059], [-2.329, 4.239, 2.168], [-4.652, 3.253, 3.908], [-3.027, 3.730, 4.487], [-3.226, 1.225, 4.280], [-1.899, 1.958, 3.564], [-4.370, 0.883, 2.064], [-2.652, 0.742, 1.672], [-5.651, 2.980, 1.511], [-5.228, 2.022, 0.004], [-5.004, 3.740, 0.006], [-3.140, -7.530, 0.077], [-3.498, -6.108, -0.399], [-3.140, -5.024, 0.750], [-1.722, -4.498, 0.624], [-1.131, -3.486, 1.704], [0.360, -3.071, 1.458], [1.054, -3.198, 2.755], [0.322, -4.340, 3.497], [-1.137, -4.140, 3.139], [-1.927, -2.164, 1.732], [-2.075, -7.747, -0.005], [-3.652, -8.259, -0.551], [-3.489, -7.729, 1.090], [-4.585, -6.033, -0.436], [-3.170, -5.788, -1.388], [-3.224, -5.426, 1.760], [-3.808, -4.166, 0.674], [-1.508, -4.081, -0.360], [-1.157, -5.424, 0.722], [0.488, -2.122, 0.939], [0.744, -3.838, 0.785], [1.013, -2.245, 3.283], [2.081, -3.505, 2.555], [0.390, -4.312, 4.585], [0.600, -5.358, 3.221], [-1.605, -3.436, 3.827], [-1.682, -5.080, 3.234], [-1.649, -1.389, 2.446], [-2.988, -2.390, 1.842], [-1.865, -1.858, 0.688], [-5.085, -1.485, -1.360], [-3.958, -0.254, -2.063], [-5.703, -1.698, -3.057], [-6.152, -2.712, -0.634], [-4.399, -1.133, 0.183], [-6.436, -0.215, -1.220], [-3.832, -2.816, -1.542]], "mulliken_charge": [0.91, -1.15, -1.11, -0.93, -0.23, -1.22, 0.40, 0.15, -0.94, 0.88, -1.81, -0.49, -0.15, -0.28, -1.47, 0.14, 0.82, 0.06, -1.51, 0.40, 0.30, 0.26, 0.39, 0.44, 0.31, 0.06, 0.62, 0.60, 1.03, -0.71, 0.32, 0.61, 0.35, -0.82, 0.45, 0.27, 0.44, 1.02, -0.65, 0.12, 0.35, 0.32, 0.27, 0.40, 0.30, 0.38, -0.82, 1.02, 0.28, -0.90, 0.59, -0.48, 0.23, 0.39, 0.49, -1.50, 0.10, 0.65, -1.49, -0.55, -1.00, 0.77, -1.40, -0.23, -0.83, 0.33, 0.37, 0.50, 0.02, 0.39, 0.78, 0.19, -0.01, 0.43, 0.63, 0.12, 0.43, 0.19, 0.24, -0.26, 0.44, 0.54, 0.26, 0.30, 0.32, -1.74, 0.87, -0.80, 0.36, 0.85, -0.85, -0.83, 0.15, 0.12, -0.95, 0.45, 0.37, 0.43, 0.29, -0.81, 0.46, 0.30, -0.10, -0.31, 0.39, 0.32, 0.37, 0.46, 0.62, -0.55, 0.34, -0.49, 0.41, 0.26, 0.36, -1.27, -0.58, -0.52, -0.63, 1.01, 0.47, -0.11, -1.04, -0.37, -1.60, 0.29, 0.42, 0.31, 0.41, 0.30, 0.48, 0.09, 0.05, 0.46, -0.41, 0.09, -0.07, 0.27, 0.40, 0.38, 0.33, 0.33, 0.47, 0.79, 0.06, 1.79, -0.44, -0.50, -0.48, -0.33, -0.53, -0.41]}

***

No. 3
{"formula": "CH4ClPS2", "method": "the ωB97M-V functional and the def2-TZVPD basis", "relative_energy_ev": 1.517, "total_charge": 0, "largest_force_ev_per_a": 2.7, "gap_ev": 8.11, "energy_ev": -44583.9248, "symbols": ["C", "P", "S", "S", "Cl", "H", "H", "H", "H"], "positions_angstrom": [[-1.878, 0.251, -1.016], [-1.070, 0.502, 0.659], [0.212, -0.867, 0.930], [-1.076, 2.229, 1.529], [4.390, -0.862, 0.797], [-2.538, -0.681, -0.865], [-2.464, 1.113, -1.501], [-1.013, -0.100, -1.519], [5.437, -1.585, 0.985]], "mulliken_charge": [-0.76, 0.46, -0.28, -0.29, -0.24, 0.27, 0.28, 0.30, 0.24]}

***

No. 4
{"formula": "C12H10EuN2O4Se", "method": "the ωB97M-V functional and the def2-TZVPD basis", "total_charge": 3, "largest_force_ev_per_a": 9.9, "spin_multiplicity": 7, "gap_ev": [4.12, 4.65], "energy_ev": -108417.0232, "symbols": ["Eu", "C", "O", "C", "O", "C", "O", "C", "O", "H", "H", "C", "N", "C", "Se", "N", "C", "C", "C", "C", "C", "C", "H", "H", "H", "H", "H", "H", "H", "H"], "positions_angstrom": [[2.330, -0.931, -1.593], [2.105, -1.049, 0.924], [1.929, -1.065, 2.055], [4.381, -1.916, -0.778], [5.391, -2.396, -0.482], [3.398, 0.901, -0.955], [3.844, 1.948, -0.797], [1.634, -3.000, -1.294], [1.157, -4.046, -1.321], [2.997, -0.975, -5.573], [3.678, -1.292, -5.452], [0.350, 2.195, 0.217], [-0.629, 1.115, 0.058], [-0.701, 0.221, -1.000], [0.292, 0.182, -2.655], [-1.801, -0.555, -0.698], [-2.414, -0.181, 0.504], [-3.531, -0.680, 1.156], [-3.857, -0.043, 2.344], [-3.096, 1.041, 2.848], [-1.982, 1.527, 2.177], [-1.670, 0.885, 0.983], [-0.149, 3.171, 0.288], [1.036, 2.231, -0.637], [0.947, 2.046, 1.126], [-2.133, -1.292, -1.292], [-4.062, -1.522, 0.687], [-4.714, -0.390, 2.883], [-3.385, 1.505, 3.770], [-1.346, 2.367, 2.506]], "mulliken_charge": [0.93, 0.36, -0.04, 0.29, -0.02, 0.27, 0.00, 0.25, 0.01, -0.06, 0.07, -1.13, 0.39, -0.21, 0.06, 0.03, 0.55, -0.84, -0.56, -0.75, -0.57, 0.82, 0.40, 0.32, 0.41, 0.25, 0.42, 0.46, 0.47, 0.43]}

***

No. 5
{"formula": "C4H9AsCl6F6NiO5PY", "method": "the ωB97M-V functional and the def2-TZVPD basis", "total_charge": 0, "largest_force_ev_per_a": 6.8, "spin_multiplicity": 3, "gap_ev": [6.85, 6.82], "energy_ev": -218190.4509, "symbols": ["Y", "Ni", "C", "O", "H", "H", "H", "P", "O", "O", "O", "O", "As", "F", "F", "F", "F", "F", "F", "C", "Cl", "Cl", "H", "H", "C", "Cl", "Cl", "H", "H", "C", "Cl", "Cl", "H", "H"], "positions_angstrom": [[1.642, 0.806, 1.423], [-0.082, -2.210, 1.779], [0.227, -0.875, -1.235], [0.368, -0.921, 0.164], [0.799, -1.640, -1.779], [0.530, 0.116, -1.592], [-0.816, -1.081, -1.510], [2.152, -1.731, 3.273], [1.531, -2.983, 2.570], [3.195, -0.856, 2.454], [2.106, -1.463, 4.744], [0.977, -0.828, 2.722], [-1.771, 0.699, 3.436], [-2.857, 0.294, 4.695], [-1.529, -1.042, 3.073], [-0.624, 1.086, 2.064], [-1.923, 2.413, 3.680], [-0.386, 0.708, 4.472], [-3.060, 0.732, 2.287], [-3.618, -2.123, -1.330], [-4.489, -3.657, -1.507], [-3.219, -1.823, 0.373], [-2.705, -2.164, -1.907], [-4.302, -1.345, -1.646], [2.726, 4.006, -1.196], [1.650, 2.660, -0.659], [3.594, 4.652, 0.195], [3.442, 3.615, -1.908], [2.070, 4.751, -1.626], [0.750, 0.043, -4.978], [0.903, -0.945, -6.459], [2.156, 1.081, -4.813], [-0.132, 0.652, -5.127], [0.693, -0.629, -4.131]], "mulliken_charge": [1.55, 0.81, -0.35, -0.39, 0.37, -0.06, -0.03, 0.97, -0.74, -0.82, -0.64, 0.17, 2.01, -0.46, -0.54, -0.58, -0.49, -0.45, -0.46, -0.18, -0.17, -0.06, 0.12, 0.32, -0.29, -0.11, -0.12, 0.31, 0.33, 0.05, -0.16, -0.15, 0.28, -0.01]}